1.
Molecular formula: C3H13N4
Method: DFT, ωB97M-V with the def2-TZVPD basis set

Summary:
Orbital gap (alpha / beta), eV: 9.50 / 9.50
Charge: +1
Energy relative to the best compared isomer or geometry (same formula, charge and spin), kJ/mol: 481.8

Each line ends with the Löwdin charge.
CARTESIAN COORDINATES (ANGSTROEM)
C1 2.4507 -1.1006 -0.1551  -0.03
C2 -0.6246 -1.3754 0.1883  0.04
C3 1.4022 -0.1230 0.0643  -0.03
N1 2.0826 1.8839 -0.1624  0.11
N2 -3.2306 0.6160 -0.2080  0.03
N3 0.1380 -0.1319 0.1835  -0.20
N4 -0.6015 0.9604 0.3936  0.11
H1 3.1913 -0.7035 -0.8491  0.10
H2 2.0618 -2.0275 -0.5777  0.09
H3 2.9681 -1.3296 0.7786  0.11
H4 0.0336 -2.2368 0.1110  0.10
H5 -1.1987 -1.4420 1.1107  0.12
H6 -1.3132 -1.3662 -0.6571  0.11
H7 2.1878 2.1320 0.8201  0.02
H8 3.0128 1.7002 -0.5282  0.01
H9 -3.6955 -0.2093 0.1666  0.06
H10 -3.4319 0.6532 -1.2026  0.06
H11 -1.6231 0.8618 0.1591  0.04
H12 -0.1212 1.8198 0.1507  0.09
H13 -3.6885 1.4185 0.2137  0.06

***

2.
Molecular formula: C2H9N2O
Method: DFT, ωB97M-V with the def2-TZVPD basis set

Summary:
Orbital gap, eV: 10.14
Charge: +1
Energy relative to the best compared isomer or geometry (same formula, charge and spin), kJ/mol: 318.7

Each line ends with the Löwdin charge.
CARTESIAN COORDINATES (ANGSTROEM)
C1 -1.3856 0.9364 -0.1028  0.09
C2 0.1857 -0.1688 0.2355  -0.59
N1 -0.0133 -1.5296 -0.1533  0.08
N2 1.2191 0.4747 -0.5466  0.22
O1 0.7026 -0.1229 1.5311  0.01
H1 -0.9557 1.9443 0.2643  0.09
H2 -2.1728 0.5133 0.4798  0.05
H3 -1.5843 0.9140 -1.0995  0.01
H4 -0.2295 -1.7320 -1.1558  0.12
H5 -0.6828 -2.1202 0.4209  0.14
H6 2.1625 0.1392 -0.0264  0.25
H7 1.1265 0.2802 -1.6126  0.23
H8 1.0732 1.4437 -0.3129  0.14
H9 0.5545 -0.9724 2.0783  0.18

***

3.
Molecular formula: C3H16O4
Method: DFT, ωB97M-V with the def2-TZVPD basis set

Summary:
Orbital gap (alpha / beta), eV: 11.58 / 4.01
Charge: +1
Energy relative to the best compared isomer or geometry (same formula, charge and spin), kJ/mol: 45.7
Spin multiplicity: 2

Each line ends with the Löwdin spin population.
CARTESIAN COORDINATES (ANGSTROEM)
C1 -0.3502 -1.2242 -1.3098  0.09
C2 -0.1703 0.0753 -0.5415  0.25
C3 1.2747 0.2845 -0.1031  0.11
H1 0.5527 -1.6332 -1.7773  0.00
H2 -1.0733 -1.0925 -2.1367  0.05
H3 -0.6899 -1.9992 -0.6251  0.03
H4 -0.8807 0.0246 0.3051  0.04
H5 -0.4569 1.0027 -1.0982  0.11
H6 1.9489 0.6338 -0.8870  0.02
H7 1.3175 1.0283 0.7045  0.02
H8 1.6220 -0.6699 0.2802  0.02
H9 0.0528 3.4112 -2.1061  0.00
H10 -0.6731 3.3068 -0.7586  0.00
O1 0.1962 3.1699 -1.1690  0.24
H11 -2.5620 3.4924 1.0532  0.00
H12 -2.4976 1.9926 1.2763  0.00
O2 -1.9484 2.7690 1.0790  0.00
H13 -1.3950 -1.7089 3.2765  0.00
H14 -0.3936 -1.2788 2.3028  0.00
O3 -0.6862 -2.0718 2.7274  0.00
H15 2.1797 -2.4010 -0.1894  0.00
H16 2.4803 -3.8258 0.2113  0.00
O4 2.1526 -3.2859 -0.5145  0.02